(1)
Molecular formula: C6H12O
Method: DFT, wB97M-V/def2-TZVPD

Output
Energy above the lowest of the compared OMol25 structures with the same formula, charge and spin: 109.2 kcal/mol
Largest force on an atom: 0.0059 Eh/bohr
E_LUMO: 0.799 eV
Total charge: 0
HOMO-LUMO gap: 9.37 eV
E_tot: -8459.6204 eV

XYZ file:
```
19
Properties=species:S:1:pos:R:3:lowdin_charge:R:1
C -2.81187 -0.10395 -0.38092 -0.118
C -1.35059 0.14947 -0.73773 -0.275
C -0.43270 0.21677 0.48285 -0.205
C 1.02114 0.39896 0.06152 -0.381
C 1.56259 -0.74759 -0.79009 0.076
O 3.06477 -0.54777 0.30238 -0.125
C 2.10711 0.19132 1.11458 -0.177
H -2.92395 -1.05249 0.15713 0.074
H -3.20592 0.69318 0.26072 0.072
H -3.43740 -0.15319 -1.27836 0.069
H -1.26262 1.08465 -1.30874 0.113
H -0.98978 -0.65423 -1.39683 0.107
H -0.52279 -0.71520 1.05860 0.120
H -0.74225 1.03980 1.14301 0.121
H 1.14582 1.38496 -0.41098 0.139
H 1.91653 -0.42920 -1.77864 0.061
H 2.48289 -1.42316 0.05325 0.085
H 1.77808 -0.42211 1.96286 0.124
H 2.60095 1.08979 1.48538 0.121
```

=====

(2)
Molecular formula: C2HCuLiO3
Method: DFT, wB97M-V/def2-TZVPD

Output
Energy above the lowest of the compared OMol25 structures with the same formula, charge and spin: 36.7 kcal/mol
Largest force on an atom: 0.0295 Eh/bohr
E_LUMO (alpha / beta): -0.702 / -0.751 eV
Spin multiplicity: 2
Total charge: 0
HOMO-LUMO gap (alpha / beta): 6.58 / 6.91 eV
E_tot: -53074.7327 eV
⟨S²⟩: 0.756

XYZ file:
```
8
Properties=species:S:1:pos:R:3:lowdin_charge:R:1
O -1.24329 1.83652 0.50227 -0.264
C -0.03216 2.11439 0.34797 -0.278
O -0.03992 -2.07010 0.13440 -0.008
C 0.69763 -1.12579 -0.13565 -0.579
O 1.84927 -0.96405 -0.56092 -0.099
Cu -1.63812 -0.26401 0.07221 0.556
H 0.18397 3.18972 0.66782 -0.005
Li 1.47872 0.97608 -0.75296 0.678
```

=====

(3)
Molecular formula: C2H5NOS
Method: DFT, wB97M-V/def2-TZVPD

Output
Energy above the lowest of the compared OMol25 structures with the same formula, charge and spin: 58.5 kcal/mol
Largest force on an atom: 0.1003 Eh/bohr
E_LUMO: -0.412 eV
Total charge: 0
HOMO-LUMO gap: 9.67 eV
E_tot: -16525.8449 eV

XYZ file:
```
10
Properties=species:S:1:pos:R:3:lowdin_charge:R:1
C -0.45021 -0.23354 0.33695 -0.134
C 0.47640 0.30236 -0.75054 -0.364
N -0.07024 0.29375 -2.06843 -0.317
O -1.20742 0.19911 -3.88017 -0.511
S -1.41585 -0.15776 -2.51977 0.902
H -1.39198 0.31228 0.32826 0.061
H 0.00745 -0.12247 1.31651 0.070
H -0.65947 -1.28955 0.16727 0.068
H 1.40712 -0.27357 -0.77788 0.112
H 0.76031 1.33882 -0.52696 0.113
```

=====

(4)
Molecular formula: C15H16NO3
Method: DFT, wB97M-V/def2-TZVPD

Output
Energy above the lowest of the compared OMol25 structures with the same formula, charge and spin: 0.0 kcal/mol
Largest force on an atom: 0.0377 Eh/bohr
E_LUMO: 2.432 eV
Total charge: -1
HOMO-LUMO gap: 5.62 eV
E_tot: -23447.7618 eV

XYZ file:
```
35
Properties=species:S:1:pos:R:3:lowdin_charge:R:1
C 5.04935 0.57940 1.88705 -0.030
C 3.76116 1.37377 1.84094 -0.463
C 2.50016 0.59560 1.78296 -0.102
C 1.31127 1.20943 1.67161 0.085
O 3.77098 2.60380 1.84877 0.037
H 4.88023 -0.49838 1.89687 0.067
H 5.65450 0.83522 1.01479 0.086
H 5.61241 0.85835 2.77956 0.082
H 2.61089 -0.49309 1.83488 0.099
H 0.39032 0.62931 1.60252 0.065
H 1.23858 2.29741 1.65317 0.080
C -3.81157 1.18236 3.21202 -0.090
C -3.09863 1.33385 1.89041 -0.269
O -2.80252 0.02775 1.37227 -0.052
C -2.21231 0.12484 0.14008 -0.535
C -1.68880 -1.13967 -0.31860 -0.048
C -1.04522 -1.29874 -1.54693 -0.242
C -0.99867 -0.23432 -2.51214 -0.031
C -0.34151 -0.37288 -3.71568 -0.062
C 0.30226 -1.57815 -4.04433 -0.293
C 0.98019 -1.70692 -5.30346 -0.234
N 1.52291 -1.79754 -6.33846 0.082
C 0.25882 -2.65539 -3.13828 -0.079
C -0.41105 -2.53381 -1.93424 -0.061
O -2.16026 1.22954 -0.42186 -0.019
H -3.82061 2.15170 3.72044 0.069
H -4.84929 0.86949 3.04882 0.071
H -3.34248 0.43864 3.86780 0.073
H -3.74447 1.87943 1.18943 0.118
H -2.15619 1.88942 2.00915 0.115
H -1.83722 -1.98170 0.34648 0.085
H -1.50456 0.69529 -2.25759 0.088
H -0.32350 0.45607 -4.42678 0.108
H 0.76507 -3.58720 -3.40574 0.104
H -0.46024 -3.38289 -1.24596 0.096
```